Entry from the Open Molecules 2025 dataset: C4H5LiO2Sr as an isolated structure (ωB97M-V/def2-TZVPD).

Properties
highest occupied orbital energy (alpha / beta) = -15.84 / -15.84 eV
energy relative to the best compared isomer or geometry (same formula, charge and spin) = 2.931 eV
Kohn-Sham gap (alpha / beta) = 7.07 / 7.07 eV

```
! wB97M-V def2-TZVPD RIJCOSX def2/J DEFGRID3
* xyz 2 1
Sr 1.81041 0.17980 -3.00197
O 0.09965 0.50651 -1.16278
O 0.17870 -1.81818 0.22391
C -0.46327 -0.85136 -0.10494
C 0.69601 1.40382 -0.41761
C -0.96937 0.12326 0.91713
C -0.02980 1.33154 0.89077
Li 1.40673 -3.02096 -0.68682
H 0.76091 1.28007 1.65900
H -2.00919 0.36157 0.65044
H -1.03511 -0.35592 1.90464
H 0.10225 -1.43710 -1.86995
H -0.54792 2.29693 0.99818
*
```